1.
# C2H6N2O3S

2 unconnected molecules or ions with the total composition C2H6N2O3S at a distorted geometry (ωB97M-V/def2-TZVPD, OMol25).

Computed properties:
- energy relative to the best compared isomer or geometry (same formula, charge and spin) (eV) = 1.236
- 2S+1 = 3
- net charge = 0
- frontier orbital gap (spin up / spin down) (eV) = 4.745 / 7.302
- ⟨S²⟩ = 2.01

Atoms and positions in Å:
C  1.9382  1.5961  -1.3998
C  -1.6906  -1.4183  0.9349
N  2.1908  2.2634  -0.4406
N  0.3852  0.3106  1.0630
O  1.8162  0.9052  -2.3184
O  -1.6095  0.9249  -0.2610
O  -0.2745  -0.9902  -1.1841
S  -0.7773  -0.1168  0.1864
H  2.1754  2.3421  0.5239
H  -1.4974  -2.3361  0.3022
H  -1.0010  -1.5981  1.8467
H  -2.6406  -0.9369  0.9090
H  0.2640  -0.4507  -1.6992
H  0.7211  -0.4953  1.5371

Atoms 1-6, force components in eV/Å:
C 1.015 0.772 2.875
C 3.215 -0.642 -0.306
N -0.079 0.052 -2.818
N 2.948 3.275 1.700
O -0.612 -0.650 -1.606
O -1.711 2.140 0.170



2.
# H4O2

2 unconnected molecules or ions with the total composition H4O2 (ωB97M-V/def2-TZVPD, OMol25).

Computed properties:
- energy relative to the best compared isomer or geometry (same formula, charge and spin) (eV) = 0.163
- structure (SMILES) = O.O
- net charge = 0
- frontier orbital gap (eV) = 11.728

Atoms and positions in Å:
O  0.4459  -0.7336  0.8068
H  0.9381  -1.5542  0.7813
H  -0.4293  -0.9691  0.4991
O  -0.2828  1.4489  -0.8348
H  -1.0856  0.9393  -0.7249
H  0.4137  0.8687  -0.5274

Atomic forces in eV per Å
O 0.144 0.129 0.057
H 0.204 -0.224 0.024
H -0.267 -0.126 0.019
O -0.136 0.431 -0.346
H -0.176 0.012 -0.015
H 0.231 -0.223 0.261



3.
# C3H2O3

C3H2O3 in the gas phase (ωB97M-V/def2-TZVPD, OMol25).

Computed properties:
- energy relative to the best compared isomer or geometry (same formula, charge and spin) (eV) = 1.682
- structure (SMILES) = O=CC(=O)C=O
- net charge = 0
- frontier orbital gap (eV) = 8.699

Atoms and positions in Å:
O  -1.2021  -0.5539  1.0865
C  -0.9697  0.5292  0.6047
C  0.2087  0.5770  -0.3743
O  0.5634  1.5310  -1.0174
C  0.8438  -0.8296  -0.3923
O  1.7916  -1.0957  0.3002
H  -1.5796  1.4178  0.8335
H  0.3439  -1.5759  -1.0409

Atoms 1-6, force components in eV/Å:
O -0.090 0.517 -0.095
C -0.225 -0.423 0.222
C 0.141 0.297 -0.111
O -0.270 -0.638 0.447
C 0.562 -0.155 0.178
O -0.434 0.234 -0.479



4.
# C24H20N7O3ReS

A molecular structure, C24H20N7O3ReS (ωB97M-V/def2-TZVPD, OMol25).

Computed properties:
- 2S+1 = 4
- net charge = +3
- frontier orbital gap (spin up / spin down) (eV) = 7.972 / 6.801
- ⟨S²⟩ = 3.77

Atoms and positions in Å:
Re  -0.0831  -0.0567  -0.4594
C  -1.7535  -3.1936  2.2216
C  -0.7529  -4.1457  2.1899
C  0.3251  -3.9652  1.3273
C  0.3692  -2.8488  0.5325
N  -0.5954  -1.8772  0.5972
C  -1.6356  -2.0654  1.4306
C  1.3277  -2.6770  -0.5835
C  2.2679  -3.5658  -1.0428
C  2.8379  -3.3325  -2.2970
C  2.3628  -2.3122  -3.1149
C  1.4120  -1.4577  -2.5996
N  1.0474  -1.5757  -1.3096
C  0.5156  -0.5318  -3.3247
C  0.6074  -0.2450  -4.6595
C  -0.4004  0.5046  -5.2630
C  -1.4751  0.9250  -4.5042
C  -1.5009  0.6312  -3.1530
N  -0.5283  -0.0841  -2.5627
H  -2.6238  -3.3085  2.8538
H  -0.8107  -5.0312  2.8118
H  1.1084  -4.7097  1.2635
H  -2.3756  -1.2810  1.4652
H  2.5300  -4.4513  -0.4792
H  3.5929  -4.0122  -2.6736
H  2.6940  -2.2279  -4.1412
H  1.4475  -0.6045  -5.2382
H  -0.3431  0.7434  -6.3179
H  -2.2896  1.4868  -4.9422
H  -2.3062  0.9790  -2.5240
C  -3.4048  3.8696  0.5174
N  -2.3088  3.3961  1.3939
C  -1.7100  4.1612  2.3859
C  -0.7164  3.4339  2.9036
N  -0.7207  2.2007  2.2320
C  -1.6842  2.2304  1.2922
S  -2.1335  1.0028  0.1641
C  0.2668  1.2101  2.4853
C  0.7820  1.1483  3.7661
C  1.8902  0.3641  4.0253
C  2.4732  -0.3380  2.9809
C  1.8645  -0.2869  1.7549
N  0.7467  0.4374  1.4933
H  -3.8514  4.7441  0.9787
H  -4.1599  3.0959  0.4149
H  -2.9985  4.1351  -0.4547
H  -2.0409  5.1568  2.6316
H  0.0074  3.6961  3.6541
H  0.3202  1.7221  4.5580
H  2.3008  0.3199  5.0261
H  3.3753  -0.9203  3.1136
H  2.2892  -0.8273  0.9188
O  0.4908  2.9689  0.0882
N  1.1015  2.6675  -0.9220
O  1.7112  3.3757  -1.6510
O  1.1374  1.3266  -1.2547

Atoms 1-6, force components in eV/Å:
Re -0.215 0.679 0.024
C -0.074 0.017 0.052
C 0.049 -0.096 0.039
C 0.048 -0.205 0.167
C -0.087 0.266 -0.195
N -0.086 -0.302 0.029



no.,E_tot (eV)
1,-22120.7574
2,-4159.7756
3,-9283.8441
4,-54724.1426